[1]
{"formula": "C4H13NO3", "method": "ωB97M-V with the def2-TZVPD basis set", "orbital_gap_ev": 2.6919, "relative_energy_kcal_mol": 207.4, "lumo_ev": -5.28, "total_energy_ha": -440.38471, "species": ["C", "C", "C", "C", "O", "N", "H", "H", "H", "H", "H", "H", "H", "H", "H", "H", "H", "O", "H", "H", "O"], "xyz": [[-0.598, 0.447, -1.616], [-1.000, 1.256, -0.381], [3.138, -0.599, 0.278], [2.771, 0.633, -0.337], [1.779, 1.185, -0.001], [-2.412, 1.395, -0.212], [-1.316, 0.512, -2.428], [0.363, 0.901, -1.946], [-0.405, -0.560, -1.309], [-0.513, 0.770, 0.456], [2.453, -0.960, 1.016], [4.062, -1.130, 0.073], [3.380, 1.065, -1.127], [-2.616, 1.835, 0.684], [-0.491, 2.205, -0.492], [-2.987, -2.148, 0.758], [-2.753, 0.431, 0.017], [-2.370, -1.539, 0.378], [-0.196, -2.444, 2.268], [-0.922, -1.842, 1.040], [-0.004, -1.946, 1.450]], "nbo_charge": [-0.614, -0.227, -0.042, 0.234, -0.368, -0.758, 0.220, 0.184, 0.218, 0.201, 0.242, 0.199, 0.139, 0.348, 0.181, 0.430, 0.405, -0.960, 0.457, 0.511, -0.999]}


[2]
{"formula": "C4H13NO3", "method": "ωB97M-V with the def2-TZVPD basis set", "orbital_gap_ev": 10.0204, "relative_energy_kcal_mol": 77.9, "lumo_ev": 0.63, "total_energy_ha": -440.59103, "smiles": "CN(C)CC=O.O.O", "species": ["C", "N", "C", "C", "C", "O", "H", "H", "H", "H", "H", "H", "H", "H", "H", "O", "H", "H", "O", "H", "H"], "xyz": [[-1.421, -0.324, 0.538], [-0.194, 0.461, 0.079], [0.779, 0.660, 1.233], [-0.536, 1.925, -0.356], [-1.629, 2.097, -1.466], [-1.518, 2.974, -2.267], [-2.267, 0.277, 1.032], [-1.869, -0.616, -0.400], [-1.007, -1.142, 1.140], [1.255, -0.330, 1.402], [0.429, 1.095, 2.285], [1.537, 1.284, 0.992], [0.377, 2.468, -0.694], [-1.018, 2.445, 0.509], [-2.576, 1.310, -1.346], [2.046, -1.626, -2.011], [1.776, -0.744, -2.143], [1.491, -1.683, -1.212], [1.278, -3.192, 0.952], [1.018, -4.005, 1.304], [2.048, -3.335, 0.431]], "nbo_charge": [-0.435, -0.430, -0.431, -0.342, 0.451, -0.510, 0.175, 0.199, 0.224, 0.213, 0.171, 0.194, 0.225, 0.195, 0.097, -0.931, 0.463, 0.468, -0.946, 0.472, 0.477]}


[3]
{"formula": "C4H13NO3", "method": "ωB97M-V with the def2-TZVPD basis set", "orbital_gap_ev": 10.5216, "relative_energy_kcal_mol": 73.9, "lumo_ev": 0.81, "total_energy_ha": -440.59743, "smiles": "CC(=O)O.CC.NO", "species": ["C", "C", "O", "O", "H", "H", "H", "H", "C", "C", "H", "H", "H", "H", "H", "H", "N", "O", "H", "H", "H"], "xyz": [[-0.372, -2.069, -2.203], [-0.455, -1.007, -1.142], [-1.259, -0.039, -1.170], [-0.036, -1.492, 0.078], [-0.581, -1.634, -3.177], [0.617, -2.524, -2.194], [-1.112, -2.839, -1.990], [-0.436, -0.937, 0.767], [0.245, 1.190, 2.330], [-1.105, 1.729, 1.863], [0.171, 0.145, 2.639], [0.612, 1.756, 3.186], [0.997, 1.265, 1.543], [-1.024, 2.782, 1.594], [-1.474, 1.195, 0.987], [-1.852, 1.640, 2.651], [1.141, 0.225, -1.507], [2.185, 0.061, -0.556], [0.304, 0.925, -1.294], [1.578, 0.280, -2.424], [1.855, -0.652, 0.020]], "nbo_charge": [-0.700, 0.802, -0.742, -0.739, 0.231, 0.225, 0.239, 0.500, -0.618, -0.622, 0.186, 0.210, 0.210, 0.205, 0.223, 0.201, -0.510, -0.570, 0.417, 0.372, 0.480]}


[4]
{"formula": "C4H13NO3", "method": "ωB97M-V with the def2-TZVPD basis set", "orbital_gap_ev": 8.9928, "relative_energy_kcal_mol": 90.8, "lumo_ev": 0.06, "total_energy_ha": -440.57051, "smiles": "C=N/C=C/C.O.O.O", "species": ["C", "N", "C", "C", "C", "H", "H", "H", "H", "H", "H", "H", "O", "H", "H", "O", "H", "H", "O", "H", "H"], "xyz": [[1.881, 0.485, 1.552], [1.131, -0.450, 1.146], [-0.106, -0.874, 1.587], [-1.078, -1.440, 0.811], [-2.354, -1.795, 1.565], [1.625, 1.314, 2.323], [2.831, 0.541, 1.299], [-0.339, -0.759, 2.695], [-0.992, -1.603, -0.255], [-2.788, -0.966, 2.117], [-2.109, -2.466, 2.441], [-3.095, -2.203, 0.878], [1.496, 2.433, -1.087], [0.651, 2.447, -1.505], [1.380, 1.689, -0.372], [1.741, 0.086, -2.163], [1.986, -0.439, -1.457], [2.704, 0.453, -2.240], [-2.546, 0.695, -2.221], [-3.349, 0.306, -1.859], [-2.006, 0.868, -1.414]], "nbo_charge": [-0.038, -0.423, -0.062, -0.180, -0.658, 0.138, 0.162, 0.174, 0.223, 0.221, 0.225, 0.221, -0.941, 0.469, 0.467, -0.918, 0.455, 0.464, -0.931, 0.465, 0.468]}


[5]
{"formula": "C4H13NO3", "method": "ωB97M-V with the def2-TZVPD basis set", "orbital_gap_ev": 10.5356, "relative_energy_kcal_mol": 60.2, "lumo_ev": 0.84, "total_energy_ha": -440.61933, "smiles": "C[C@H](N)O.CC=O.O", "species": ["C", "C", "N", "O", "H", "H", "H", "H", "H", "H", "H", "C", "C", "O", "H", "H", "H", "H", "O", "H", "H"], "xyz": [[2.663, 0.412, -0.572], [1.390, 1.079, -1.088], [0.742, 1.926, -0.079], [0.444, 0.140, -1.545], [3.065, -0.233, -1.351], [3.417, 1.158, -0.317], [2.444, -0.205, 0.301], [1.628, 1.678, -1.975], [0.433, 2.763, -0.567], [1.315, 2.230, 0.701], [0.185, -0.395, -0.777], [-2.669, -1.020, -0.024], [-1.754, -1.720, 0.937], [-1.992, -1.740, 2.192], [-2.113, -0.662, -0.895], [-3.132, -0.155, 0.450], [-3.430, -1.724, -0.364], [-1.211, -2.569, 0.489], [-0.236, -0.516, 1.288], [-0.781, -0.862, 2.184], [-0.406, 0.415, 1.013]], "nbo_charge": [-0.649, 0.243, -0.883, -0.726, 0.224, 0.208, 0.222, 0.155, 0.371, 0.372, 0.475, -0.712, 0.490, -0.722, 0.233, 0.228, 0.243, 0.135, -0.962, 0.541, 0.513]}


[6]
{"formula": "C4H13NO3", "method": "ωB97M-V with the def2-TZVPD basis set", "orbital_gap_ev": 11.0630, "relative_energy_kcal_mol": 126.8, "lumo_ev": 0.89, "total_energy_ha": -440.51309, "smiles": "CON(O)O.CCC", "species": ["C", "O", "N", "O", "O", "H", "H", "H", "H", "H", "C", "C", "C", "H", "H", "H", "H", "H", "H", "H", "H"], "xyz": [[-2.279, 1.098, 0.450], [-1.597, 0.006, -0.114], [-2.133, -1.270, 0.382], [-2.364, -2.079, -0.740], [-1.112, -1.818, 1.087], [-3.334, 1.119, 0.165], [-2.224, 1.101, 1.536], [-1.841, 2.024, 0.066], [-3.323, -2.182, -0.795], [-0.310, -1.734, 0.512], [1.860, 0.752, 0.984], [2.294, -0.110, -0.196], [1.549, 0.262, -1.474], [2.007, 1.809, 0.762], [2.432, 0.500, 1.875], [0.805, 0.590, 1.206], [3.368, 0.014, -0.359], [2.123, -1.163, 0.042], [1.854, -0.380, -2.301], [0.473, 0.163, -1.343], [1.751, 1.296, -1.744]], "nbo_charge": [-0.257, -0.438, 0.314, -0.574, -0.530, 0.172, 0.180, 0.200, 0.483, 0.457, -0.608, -0.391, -0.616, 0.199, 0.207, 0.205, 0.196, 0.181, 0.205, 0.218, 0.198]}


[7]
{"formula": "C4H13NO3", "method": "ωB97M-V with the def2-TZVPD basis set", "orbital_gap_ev": 3.3246, "relative_energy_kcal_mol": 199.6, "lumo_ev": -4.86, "total_energy_ha": -440.39719, "species": ["C", "C", "N", "C", "C", "O", "H", "H", "H", "H", "H", "H", "H", "H", "H", "H", "H", "O", "H", "H", "O"], "xyz": [[0.280, -0.111, -0.886], [-0.147, -1.274, -0.025], [0.941, -1.732, 0.741], [-2.995, 1.791, 1.037], [-3.367, 0.666, 0.309], [-2.651, -0.234, -0.159], [-0.551, 0.273, -1.452], [1.177, -0.304, -1.436], [0.607, 0.714, -0.237], [-0.623, -2.121, -0.519], [-0.951, -0.850, 0.669], [0.689, -2.250, 1.573], [-2.035, 1.937, 1.518], [-3.706, 2.569, 1.256], [-4.455, 0.569, 0.133], [3.739, 1.032, -2.214], [1.685, -1.039, 0.912], [3.553, 0.280, -1.643], [3.326, 0.684, 1.417], [3.272, 0.584, -0.735], [2.671, 0.389, 0.773]], "nbo_charge": [-0.653, -0.217, -0.574, -0.279, 0.203, -0.472, 0.222, 0.270, 0.252, 0.239, 0.282, 0.372, 0.208, 0.201, 0.154, 0.455, 0.453, -0.994, 0.443, 0.505, -1.068]}


[8]
{"formula": "C4H13NO3", "method": "ωB97M-V with the def2-TZVPD basis set", "orbital_gap_ev": 9.8538, "relative_energy_kcal_mol": 39.6, "lumo_ev": 0.67, "total_energy_ha": -440.65216, "smiles": "C[C@@H](N)CC=O.O.O", "species": ["C", "C", "N", "C", "C", "O", "H", "H", "H", "H", "H", "H", "H", "H", "H", "O", "H", "H", "O", "H", "H"], "xyz": [[-0.390, 2.316, -0.440], [-0.145, 0.827, -0.103], [-1.328, 0.294, 0.628], [0.033, 0.007, -1.375], [1.496, 0.185, -1.746], [1.896, 1.079, -2.454], [0.528, 2.772, -0.819], [-0.678, 2.800, 0.489], [-1.109, 2.427, -1.240], [0.612, 0.790, 0.679], [-1.166, 0.229, 1.625], [-2.246, 0.546, 0.279], [-0.717, 0.157, -2.144], [-0.058, -1.062, -1.130], [2.223, -0.456, -1.212], [1.181, -1.111, 2.167], [1.689, -1.502, 1.462], [0.921, -1.918, 2.607], [-0.683, -3.002, 1.167], [-1.007, -2.083, 1.251], [-1.052, -3.294, 0.309]], "nbo_charge": [-0.622, -0.050, -0.899, -0.520, 0.443, -0.522, 0.221, 0.213, 0.202, 0.224, 0.386, 0.373, 0.231, 0.217, 0.105, -0.943, 0.468, 0.479, -0.970, 0.491, 0.472]}


[9]
{"formula": "C4H13NO3", "method": "ωB97M-V with the def2-TZVPD basis set", "orbital_gap_ev": 9.3229, "relative_energy_kcal_mol": 58.7, "lumo_ev": 0.39, "total_energy_ha": -440.62161, "smiles": "C=NC(=C)C.O.O.O", "species": ["C", "N", "C", "C", "C", "H", "H", "H", "H", "H", "H", "H", "O", "H", "H", "O", "H", "H", "O", "H", "H"], "xyz": [[2.390, -1.089, -1.516], [1.387, -0.572, -2.063], [0.385, 0.126, -1.373], [-0.764, -0.425, -0.991], [0.591, 1.617, -1.347], [3.108, -1.565, -2.195], [2.607, -1.099, -0.446], [-0.866, -1.499, -1.025], [-1.591, 0.164, -0.622], [1.589, 1.843, -0.968], [-0.160, 2.072, -0.710], [0.542, 2.046, -2.350], [-1.065, 1.368, 2.471], [-0.721, 0.866, 3.228], [-0.263, 1.750, 2.097], [0.753, -3.267, 1.615], [1.717, -3.238, 1.578], [0.476, -3.512, 0.726], [-3.783, 1.530, 1.255], [-3.094, 2.112, 1.633], [-3.238, 0.774, 1.002]], "nbo_charge": [-0.038, -0.390, 0.142, -0.452, -0.641, 0.173, 0.149, 0.196, 0.202, 0.209, 0.218, 0.230, -0.950, 0.480, 0.471, -0.935, 0.466, 0.470, -0.942, 0.477, 0.465]}


[10]
{"formula": "C4H13NO3", "method": "ωB97M-V with the def2-TZVPD basis set", "orbital_gap_ev": 8.4571, "relative_energy_kcal_mol": 64.8, "lumo_ev": 0.53, "total_energy_ha": -440.61186, "smiles": "C=CC(=C)N.O.O.O", "species": ["C", "C", "C", "C", "N", "H", "H", "H", "H", "H", "H", "H", "O", "H", "H", "O", "H", "H", "O", "H", "H"], "xyz": [[-0.742, 0.770, -2.352], [-0.693, -0.343, -1.613], [0.503, -1.097, -1.421], [0.634, -2.389, -1.111], [1.716, -0.482, -1.882], [-1.648, 1.293, -2.634], [0.090, 1.337, -2.658], [-1.664, -0.715, -1.270], [0.029, -3.218, -0.722], [1.623, -2.885, -1.092], [1.726, 0.494, -1.627], [2.521, -1.055, -1.736], [1.383, 1.738, 0.494], [1.467, 2.467, 1.137], [0.439, 1.594, 0.383], [0.819, 3.900, 2.141], [0.249, 4.484, 1.627], [1.689, 4.315, 2.075], [-3.390, -3.043, 3.786], [-3.974, -3.615, 4.299], [-3.154, -3.563, 3.014]], "nbo_charge": [-0.362, -0.238, 0.126, -0.466, -0.828, 0.195, 0.190, 0.219, 0.210, 0.182, 0.389, 0.380, -0.977, 0.488, 0.471, -0.937, 0.480, 0.476, -0.936, 0.468, 0.468]}


[11]
{"formula": "C4H13NO3", "method": "ωB97M-V with the def2-TZVPD basis set", "orbital_gap_ev": 3.0611, "relative_energy_kcal_mol": 228.9, "lumo_ev": -5.18, "total_energy_ha": -440.35036, "species": ["C", "O", "C", "C", "C", "O", "N", "H", "H", "H", "H", "H", "H", "H", "H", "H", "H", "H", "H", "H", "O"], "xyz": [[-0.106, -1.819, 3.268], [-1.734, -0.267, -0.877], [0.047, -1.566, 1.894], [1.490, -0.032, -1.628], [2.025, 0.807, -0.731], [-1.015, 1.981, -2.933], [-0.578, -2.129, 0.908], [-0.903, -2.484, 3.583], [0.585, -1.467, 4.012], [-1.287, 0.567, -0.605], [0.719, -0.717, 1.764], [1.878, -1.045, -1.586], [0.776, 0.384, -2.344], [1.422, 1.652, -0.375], [3.031, 0.752, -0.307], [-1.473, 2.721, -3.290], [-1.157, -2.918, 1.208], [-1.364, -0.868, -0.215], [-0.719, 2.082, -2.002], [-1.156, 2.282, 0.458], [-0.481, 2.085, -0.203]], "nbo_charge": [-0.086, -0.942, -0.049, -0.356, -0.374, -0.999, -0.406, 0.194, 0.215, 0.482, 0.219, 0.192, 0.252, 0.250, 0.182, 0.467, 0.348, 0.446, 0.510, 0.438, -0.980]}


[12]
{"formula": "C4H13NO3", "method": "ωB97M-V with the def2-TZVPD basis set", "orbital_gap_ev": 10.2713, "relative_energy_kcal_mol": 38.6, "lumo_ev": 0.70, "total_energy_ha": -440.65364, "smiles": "OCCCNCO.O", "species": ["O", "C", "C", "C", "N", "C", "O", "H", "H", "H", "H", "H", "H", "H", "H", "H", "H", "H", "O", "H", "H"], "xyz": [[-2.413, 1.184, -0.537], [-2.307, 0.506, 0.733], [-1.549, -0.816, 0.585], [-0.552, -0.819, -0.595], [0.524, 0.155, -0.367], [1.577, 0.131, -1.374], [2.608, 1.013, -1.009], [-2.450, 2.127, -0.343], [-3.335, 0.359, 1.077], [-1.831, 1.147, 1.478], [-0.923, -1.020, 1.459], [-2.184, -1.688, 0.446], [0.013, -1.755, -0.698], [-1.172, -0.748, -1.488], [0.113, 1.076, -0.485], [1.965, -0.905, -1.363], [1.296, 0.375, -2.399], [2.891, 0.740, -0.100], [2.742, -0.012, 1.770], [1.812, -0.197, 1.574], [3.177, -0.853, 1.636]], "nbo_charge": [-0.737, -0.074, -0.431, -0.218, -0.667, 0.103, -0.733, 0.473, 0.174, 0.170, 0.207, 0.211, 0.186, 0.187, 0.364, 0.128, 0.155, 0.493, -0.952, 0.492, 0.468]}


Please write out number 9 again, unchanged.
{"formula": "C4H13NO3", "method": "ωB97M-V with the def2-TZVPD basis set", "orbital_gap_ev": 9.3229, "relative_energy_kcal_mol": 58.7, "lumo_ev": 0.39, "total_energy_ha": -440.62161, "smiles": "C=NC(=C)C.O.O.O", "species": ["C", "N", "C", "C", "C", "H", "H", "H", "H", "H", "H", "H", "O", "H", "H", "O", "H", "H", "O", "H", "H"], "xyz": [[2.390, -1.089, -1.516], [1.387, -0.572, -2.063], [0.385, 0.126, -1.373], [-0.764, -0.425, -0.991], [0.591, 1.617, -1.347], [3.108, -1.565, -2.195], [2.607, -1.099, -0.446], [-0.866, -1.499, -1.025], [-1.591, 0.164, -0.622], [1.589, 1.843, -0.968], [-0.160, 2.072, -0.710], [0.542, 2.046, -2.350], [-1.065, 1.368, 2.471], [-0.721, 0.866, 3.228], [-0.263, 1.750, 2.097], [0.753, -3.267, 1.615], [1.717, -3.238, 1.578], [0.476, -3.512, 0.726], [-3.783, 1.530, 1.255], [-3.094, 2.112, 1.633], [-3.238, 0.774, 1.002]], "nbo_charge": [-0.038, -0.390, 0.142, -0.452, -0.641, 0.173, 0.149, 0.196, 0.202, 0.209, 0.218, 0.230, -0.950, 0.480, 0.471, -0.935, 0.466, 0.470, -0.942, 0.477, 0.465]}